(1)
Density functional theory data (wB97M-V/def2-TZVPD) for a structure of composition C30H79N12O14Sr at a distorted geometry.

Values from the calculation:
Electronic energy in Eh: -2931.2729
HOMO level in eV: -9.25
Charge: +1
LUMO energy in eV: -3.26
Spin multiplicity: 1

Geometry (Å):
Sr (0.81565, 0.75289, -5.35358)
C (0.19498, 0.99561, -0.96443)
C (0.60021, 0.47896, -2.37061)
O (-0.25565, -0.13384, -3.07446)
O (1.78881, 0.62479, -2.74308)
H (-0.18455, 2.01116, -1.07713)
H (0.96771, 0.86772, -0.20637)
H (-0.70645, 0.44523, -0.69499)
C (-2.32905, -1.20836, -5.54654)
O (-1.54223, -0.33828, -5.79875)
N (-2.61024, -1.61418, -4.32682)
N (-3.00521, -1.86159, -6.43916)
H (-2.29965, -1.05166, -3.54759)
H (-2.64683, -2.61126, -4.17008)
H (-2.92839, -1.56303, -7.40096)
H (-3.87738, -2.27609, -6.14317)
C (-3.71725, -2.62598, -1.24823)
O (-3.03071, -3.51088, -1.85504)
N (-5.02432, -2.59775, -1.19265)
N (-3.24537, -1.94735, -0.28232)
H (-5.51508, -2.21298, -0.39816)
H (-5.58811, -3.23544, -1.73631)
H (-3.85920, -1.42368, 0.32521)
H (-2.44056, -1.55616, -0.75067)
C (1.36532, -3.37856, -2.12317)
O (1.42253, -4.58841, -1.91413)
N (2.27156, -2.43860, -1.80712)
N (0.22049, -2.86474, -2.48738)
H (3.03637, -2.74891, -1.22499)
H (2.24966, -1.50245, -2.18562)
H (0.30485, -1.95300, -2.91367)
H (-0.63617, -3.39118, -2.39205)
C (5.47245, -1.48919, -1.85056)
O (6.63531, -1.61537, -1.46922)
N (4.97560, -2.22469, -2.76485)
N (4.68136, -0.50883, -1.59358)
H (5.51146, -2.78282, -3.41403)
H (4.00217, -2.01813, -2.93767)
H (3.76462, -0.35890, -1.99008)
H (5.07904, -0.13730, -0.74275)
C (2.69495, 2.00120, 2.38124)
O (2.06143, 3.16633, 2.67133)
C (1.02416, 3.47392, 1.73157)
C (0.36394, 4.89893, 1.92811)
N (-0.38536, 4.85622, 3.15377)
C (-1.76178, 4.59978, 3.02526)
C (-2.62486, 4.21624, 4.20971)
O (-2.28825, 2.88731, 4.56342)
C (-2.86067, 2.38997, 5.78918)
H (2.07609, 1.11145, 2.26529)
H (3.11750, 1.80970, 3.36759)
H (3.51011, 2.07689, 1.66159)
H (0.31061, 2.65905, 1.85379)
H (1.42266, 3.53364, 0.71879)
H (-0.35258, 4.96531, 1.10939)
H (1.10805, 5.68073, 1.77582)
H (-0.03014, 4.10504, 3.72793)
H (-1.99929, 3.94244, 2.18884)
H (-2.21508, 5.51829, 2.65248)
H (-3.60360, 4.06567, 3.75419)
H (-2.57397, 4.89975, 5.05725)
H (-2.49640, 2.94894, 6.65112)
H (-2.50992, 1.37229, 5.96066)
H (-3.94545, 2.31546, 5.86532)
C (0.85345, -1.94376, 2.06723)
O (1.68432, -1.21138, 2.87387)
C (2.72905, -1.94481, 3.52340)
C (4.19558, -1.58450, 3.06817)
N (4.31604, -2.05871, 1.70621)
C (4.96549, -3.36041, 1.45884)
C (4.17315, -4.37411, 0.70370)
O (2.99788, -4.71083, 1.54150)
C (2.19636, -5.83850, 1.22715)
H (0.44362, -1.10780, 1.50038)
H (0.19528, -2.30691, 2.85656)
H (1.22653, -2.76987, 1.46189)
H (2.67616, -3.02563, 3.39250)
H (2.66227, -1.85939, 4.60799)
H (4.89418, -2.11786, 3.71283)
H (4.32519, -0.50869, 3.18619)
H (3.39536, -1.78460, 1.39425)
H (5.20766, -3.76471, 2.44169)
H (5.85977, -3.02802, 0.93169)
H (4.84942, -5.19429, 0.46275)
H (3.85187, -4.00421, -0.26998)
H (2.84124, -6.70251, 1.06679)
H (1.60418, -5.48351, 0.38369)
H (1.50008, -6.08814, 2.02777)
C (-5.05997, -0.43817, 8.38694)
O (-4.55327, -0.40531, 7.05246)
C (-4.51961, -1.73776, 6.55137)
C (-3.72158, -1.94805, 5.19278)
N (-4.02046, -0.94214, 4.23884)
C (-3.00437, -0.99568, 3.14268)
C (-3.25458, 0.29452, 2.24948)
O (-4.27532, 0.26569, 1.17711)
C (-4.19609, 1.55999, 0.40646)
H (-5.32036, 0.56383, 8.72795)
H (-4.24219, -0.74619, 9.03845)
H (-5.86579, -1.14558, 8.58270)
H (-5.54280, -2.07543, 6.38654)
H (-3.95001, -2.24616, 7.32931)
H (-3.88890, -2.92660, 4.74274)
H (-2.66940, -1.89001, 5.47143)
H (-4.07809, -0.08096, 4.76337)
H (-3.13541, -1.81813, 2.43948)
H (-1.95025, -1.02145, 3.41887)
H (-2.22634, 0.56214, 2.00616)
H (-3.57757, 1.11517, 2.89004)
H (-4.59073, 2.39806, 0.98093)
H (-4.82016, 1.49165, -0.48459)
H (-3.19527, 1.82716, 0.06722)
C (3.83470, 0.13682, -7.12411)
O (3.30244, 1.11480, -6.23221)
C (3.80197, 2.42694, -6.24228)
C (3.08526, 3.13707, -5.10500)
N (1.62489, 3.05480, -5.19828)
C (0.96535, 3.84492, -4.06666)
C (-0.55853, 3.88448, -4.25928)
O (-1.08619, 2.54852, -4.27127)
C (-2.42967, 2.59903, -4.85249)
H (3.44652, -0.88091, -7.08384)
H (4.89158, 0.03175, -6.87901)
H (3.83398, 0.46413, -8.16381)
H (3.66706, 2.88475, -7.22223)
H (4.86439, 2.47574, -6.00359)
H (3.31967, 4.20069, -5.14823)
H (3.52762, 2.61058, -4.25929)
H (1.47802, 3.58240, -6.04691)
H (1.27892, 4.88515, -4.15437)
H (1.34788, 3.51074, -3.10225)
H (-0.77879, 4.29089, -5.24641)
H (-0.93367, 4.55036, -3.48212)
H (-2.44561, 2.92991, -5.89093)
H (-3.10147, 3.31775, -4.38321)
H (-2.88183, 1.60990, -4.92489)

(2)
Density functional theory data (wB97M-V/def2-TZVPD) for a structure of composition C54H47BCrN10P.

Values from the calculation:
Electronic energy in Eh: -4043.8823
HOMO level (alpha / beta) in eV: -12.83 / -12.83
Charge: +2
LUMO energy (alpha / beta) in eV: -6.65 / -6.09
<S²>: 0.757
Spin multiplicity: 2

Geometry (Å):
Cr (0.28078, 0.57303, 0.00008)
C (-4.02912, -2.78834, -0.11235)
N (-3.35205, -1.50486, -0.23018)
C (-2.02488, -1.28104, -0.10558)
N (-1.74343, 0.00659, -0.34248)
C (-2.93413, 0.61172, -0.65907)
C (-3.94796, -0.31987, -0.57735)
C (-5.38274, -0.17677, -0.85077)
C (-6.33372, -0.58870, 0.08123)
C (-7.68335, -0.43723, -0.18992)
C (-8.09056, 0.12826, -1.38929)
C (-7.14794, 0.54804, -2.31611)
C (-5.79782, 0.39902, -2.05037)
C (-3.06894, 2.01134, -1.08861)
C (-4.01756, 2.84625, -0.49964)
C (-4.14611, 4.15765, -0.92543)
C (-3.33534, 4.64320, -1.94226)
C (-2.40102, 3.81144, -2.54115)
C (-2.27144, 2.49723, -2.11985)
P (-0.84860, -2.61410, 0.29471)
C (0.34551, -2.19952, -1.02557)
N (0.62702, -0.93802, -1.34130)
C (1.34786, -0.94836, -2.51076)
C (1.56070, -2.26781, -2.86217)
N (0.90183, -3.03087, -1.92380)
C (0.89375, -4.48499, -1.87041)
C (2.33217, -2.88458, -3.94829)
C (1.71508, -3.71397, -4.88113)
C (2.46304, -4.30084, -5.88818)
C (3.82776, -4.06426, -5.96711)
C (4.44719, -3.23579, -5.04181)
C (3.70388, -2.64786, -4.03184)
C (1.57432, 0.29209, -3.25553)
C (2.13326, 0.30999, -4.53683)
C (2.21062, 1.49271, -5.24953)
C (1.73376, 2.68000, -4.71280)
C (1.17690, 2.68258, -3.44378)
C (1.10409, 1.49542, -2.73993)
C (0.03862, -1.78027, 1.64177)
N (0.20089, -0.46201, 1.74949)
C (0.86774, -0.22177, 2.92933)
C (1.10796, -1.43351, 3.53543)
N (0.56132, -2.39690, 2.71127)
C (0.60172, -3.83325, 2.94467)
C (1.75306, -1.78412, 4.80979)
C (3.14101, -1.77693, 4.91650)
C (3.74840, -2.15800, 6.10249)
C (2.97201, -2.55104, 7.18272)
C (1.58857, -2.56309, 7.07923)
C (0.97868, -2.18462, 5.89500)
C (1.11641, 1.11913, 3.46370)
C (2.34604, 1.45507, 4.02231)
C (2.52847, 2.69709, 4.60786)
C (1.48662, 3.61306, 4.64117)
C (0.25534, 3.28124, 4.09227)
C (0.06932, 2.03813, 3.51230)
H (-3.38060, -3.57680, -0.48596)
H (-4.93536, -2.75395, -0.71159)
H (-4.29081, -2.98973, 0.92535)
H (-6.02098, -1.00438, 1.03099)
H (-8.41677, -0.75168, 0.53914)
H (-9.14366, 0.24286, -1.60094)
H (-7.46523, 0.99254, -3.24874)
H (-5.06253, 0.72591, -2.77352)
H (-4.64808, 2.46824, 0.29566)
H (-4.88349, 4.80189, -0.46665)
H (-3.44439, 5.66495, -2.27833)
H (-1.78761, 4.18004, -3.35197)
H (-1.57074, 1.83732, -2.61382)
H (1.83221, -4.85292, -2.27895)
H (0.06711, -4.88593, -2.45467)
H (0.79765, -4.80420, -0.83514)
H (0.64632, -3.88066, -4.83637)
H (1.98048, -4.93755, -6.61509)
H (4.40970, -4.52572, -6.75193)
H (5.51004, -3.05041, -5.10564)
H (4.18220, -2.00295, -3.30478)
H (2.50131, -0.59922, -4.98541)
H (2.64329, 1.48561, -6.23963)
H (1.79512, 3.59663, -5.28094)
H (0.81396, 3.59638, -2.99722)
H (0.63681, 1.54355, -1.74396)
H (1.32823, -4.02856, 3.72851)
H (0.90873, -4.34772, 2.03592)
H (-0.37526, -4.19378, 3.26249)
H (3.74346, -1.48151, 4.06617)
H (4.82627, -2.15036, 6.18303)
H (3.44582, -2.84868, 8.10704)
H (0.98460, -2.86537, 7.92279)
H (-0.10115, -2.18069, 5.81833)
H (3.16980, 0.75737, 3.98040)
H (3.48629, 2.94864, 5.04084)
H (1.62988, 4.57817, 5.10589)
H (-0.56512, 3.98396, 4.13457)
H (-0.90705, 1.75314, 3.13701)
B (2.44999, 3.22353, -0.02742)
N (0.96517, 3.38270, 0.46049)
C (0.41536, 4.53579, 0.79574)
C (-0.93078, 4.34379, 1.12960)
C (-1.11686, 2.99603, 0.98692)
N (0.02952, 2.39842, 0.57311)
N (2.97406, 1.84080, 0.43279)
C (4.21326, 1.54966, 0.81450)
C (4.33156, 0.17090, 0.95346)
C (3.07579, -0.30951, 0.63532)
N (2.25887, 0.70685, 0.31598)
H (3.09504, 4.06930, 0.51190)
H (2.49318, 3.28786, -1.21877)
H (1.00947, 5.43331, 0.78540)
H (-1.63957, 5.08200, 1.45518)
H (-1.99619, 2.40400, 1.16481)
H (4.93048, 2.33666, 0.96459)
H (5.20301, -0.38738, 1.24044)
H (2.71319, -1.32606, 0.63089)